[1]
A cluster of 2 separate species, C3H8N2O in total in a non-equilibrium geometry, computed with ωB97M-V/def2-TZVPD.

```
14
C3H8N2O ωB97M-V/def2-TZVPD
O 0.1607 -3.7625 -0.1514
C 0.4123 -2.5851 -0.0695
C 0.8936 -1.9649 1.2021
H 0.3292 -1.9529 -0.9751
H 0.2626 -1.2728 1.7608
H 1.7624 -1.3713 0.9010
H 1.2395 -2.7818 1.8271
N -0.5607 2.6568 0.3572
C -0.9370 1.8510 -0.7419
N -0.1230 1.6073 -1.7904
H -1.2717 3.3426 0.6562
H 0.3428 3.0988 0.2602
H -1.8992 1.3272 -0.5563
H -0.6115 1.8076 -2.6800
```

Calculated values
- Total charge: -1
- HOMO level (spin up / spin down): 0.028 / -0.084 hartree
- Gap between HOMO and LUMO (spin up / spin down): 3.05 / 6.07 eV
- Spin multiplicity: 2
- LUMO energy (spin up / spin down): 3.8 / 3.8 eV



[2]
A cluster of 2 separate species, C7H10I2NSi in total in a non-equilibrium geometry, computed with ωB97M-V/def2-TZVPD.

```
21
C7H10I2NSi ωB97M-V/def2-TZVPD
C 2.7905 0.2617 -2.7445
C 1.8182 -0.5914 -3.1374
C 2.6644 1.0088 -1.5507
C 0.5784 -0.6992 -2.4183
C 1.4796 0.9842 -0.8986
C 0.4971 0.1681 -1.3852
C -2.0372 0.3954 1.9462
N -3.4276 -0.2666 2.3241
Si -1.7327 0.1313 0.0037
I -2.7575 -2.0749 -0.6711
I -3.3259 1.8993 -0.5646
H 3.8555 0.3449 -3.2324
H 1.8402 -1.0426 -4.0553
H 3.4083 1.5366 -1.0906
H -0.0269 -1.4270 -2.8528
H 1.2520 1.7003 -0.1995
H -1.3828 -0.1584 2.6118
H -1.9774 1.3391 2.2606
H -3.5406 -0.3685 3.3873
H -3.6257 -1.1036 1.7350
H -4.0978 0.4877 2.1557
```

Calculated values
- Total charge: +1
- HOMO level (spin up / spin down): -0.454 / -0.454 hartree
- Gap between HOMO and LUMO (spin up / spin down): 8.28 / 8.28 eV
- Spin multiplicity: 1
- LUMO energy (spin up / spin down): -4.1 / -4.1 eV



[3]
The ion C4H6N with charge +1 in a non-equilibrium geometry, computed with ωB97M-V/def2-TZVPD.

```
11
C4H6N ωB97M-V/def2-TZVPD
C -2.3252 -0.0387 0.1014
C -1.0750 0.0976 -0.0865
N 0.1393 0.0888 0.0246
C 1.2934 -0.7152 0.0022
C 1.4238 0.7831 -0.0541
H -2.6610 -0.1842 1.1296
H -3.0432 -0.1115 -0.8417
H 1.4229 -1.1952 -0.9863
H 1.4862 -1.3391 0.7700
H 1.6737 1.1637 0.8999
H 1.6651 1.4508 -0.9589
```

Calculated values
- Total charge: +1
- HOMO level: -0.585 hartree
- Gap between HOMO and LUMO: 11.30 eV
- SMILES: C=C=[N+]1CC1
- Spin multiplicity: 1
- LUMO energy: -4.6 eV



[4]
A cluster of 2 separate species, C2H7ClNP in total in a non-equilibrium geometry, computed with ωB97M-V/def2-TZVPD.

```
12
C2H7ClNP ωB97M-V/def2-TZVPD
C -0.9990 -1.2942 0.7036
N -0.1260 -0.4127 0.6726
C -0.4887 0.5923 -0.2659
H -1.7254 -1.4629 -0.1054
H -1.0860 -2.0081 1.4925
H -1.0765 1.4059 0.3905
H 0.3358 1.1616 -0.6637
H -1.0968 0.1155 -1.1120
P 1.8997 -0.8844 -2.1188
Cl 0.3142 -1.8750 -2.7482
H 2.5314 -0.7151 -3.4274
H 2.5780 -2.0785 -1.7298
```

Calculated values
- HOMO level: -0.351 hartree
- Gap between HOMO and LUMO: 10.38 eV
- SMILES: C=NC.PCl
- Spin multiplicity: 1
- LUMO energy: 0.8 eV



[5]
A structure of composition C29H61B3N2O22 in a non-equilibrium geometry, computed with ωB97M-V/def2-TZVPD.

```
117
C29H61B3N2O22 ωB97M-V/def2-TZVPD
C -0.0029 1.0501 3.9772
C -0.5634 0.5695 2.6568
N 0.5201 0.0145 1.7546
B -0.0594 -0.0508 0.4392
O -1.3040 -0.6129 0.1768
B -1.9933 0.1834 -0.7103
O -1.5252 1.4002 -1.1759
B -0.1715 1.6253 -0.9806
C 0.5084 3.0404 -1.0440
C -0.2590 4.0437 -0.1248
C 0.7132 4.9963 0.5828
N 2.0020 5.2962 0.0945
O 0.3622 5.4941 1.5847
O 0.6024 0.5175 -0.6486
H 0.3115 0.2130 4.5879
H -0.7910 1.5890 4.4885
H 0.8037 1.7492 3.7965
H -0.9916 1.4403 2.1495
H -1.3463 -0.1728 2.7454
H 1.1919 0.7736 1.6677
H -3.0567 -0.1823 -1.0902
H 0.6084 3.4142 -2.0592
H 1.4964 2.9124 -0.6199
H -0.7859 3.4432 0.6065
H -1.0304 4.5732 -0.6689
H 2.0477 5.1685 -0.9104
H 2.6975 4.7006 0.5297
C 1.4316 -4.9235 6.7961
C 0.5643 -5.7371 5.8584
O -0.2073 -4.8934 4.9880
C 0.4499 -4.3980 3.9417
O 1.6064 -4.6046 3.6679
O -0.3817 -3.6173 3.2538
C 0.2281 -2.9588 2.1349
H 0.8261 -4.1960 7.3392
H 1.9325 -5.5730 7.5134
H 2.1935 -4.3702 6.2473
H -0.1603 -6.3157 6.4289
H 1.1581 -6.4404 5.2749
H 0.7299 -3.6765 1.4854
H 0.9252 -2.2064 2.4798
H -0.5640 -2.4756 1.5738
C -2.7853 -5.4984 0.2683
C -3.0195 -4.0073 0.1499
O -3.5695 -3.6652 -1.1305
C -4.8793 -3.8742 -1.2670
O -5.6244 -4.2983 -0.4218
O -5.2236 -3.5334 -2.5115
C -6.5990 -3.7642 -2.8261
H -2.1789 -5.8564 -0.5652
H -2.2756 -5.7316 1.2036
H -3.7274 -6.0457 0.2435
H -2.0714 -3.4770 0.2210
H -3.6592 -3.6377 0.9509
H -7.2553 -3.2983 -2.0946
H -6.7958 -4.8339 -2.8837
H -6.7869 -3.3191 -3.7997
C -11.4138 0.3408 -5.2046
C -11.4020 -0.5652 -6.4177
O -10.1813 -0.4310 -7.1597
C -9.1345 -1.0908 -6.6660
O -9.1304 -1.7855 -5.6819
O -8.0812 -0.8388 -7.4465
C -6.8610 -1.4312 -6.9982
H -11.2058 1.3711 -5.4964
H -12.3837 0.3026 -4.7088
H -10.6488 0.0444 -4.4874
H -12.1991 -0.2802 -7.1022
H -11.5648 -1.6067 -6.1414
H -6.9804 -2.4996 -6.8302
H -6.5177 -0.9411 -6.0878
H -6.1259 -1.2761 -7.7829
C 2.1032 7.8763 -6.5281
C 1.0160 6.8332 -6.3791
O 0.7437 6.5543 -4.9979
C -0.0331 7.4432 -4.3760
O -0.5250 8.4253 -4.8664
O -0.1624 7.0566 -3.1034
C -0.9180 7.9631 -2.2943
H 2.9938 7.5810 -5.9716
H 2.3683 8.0041 -7.5776
H 1.7779 8.8393 -6.1355
H 1.3430 5.8904 -6.8143
H 0.1022 7.1309 -6.8924
H -1.8824 8.1916 -2.7423
H -0.3491 8.8774 -2.1328
H -1.0823 7.4762 -1.3363
C 8.1629 -5.5937 6.5217
C 7.9104 -4.1021 6.4566
O 7.3416 -3.7221 5.1970
C 6.0303 -3.9429 5.0697
O 5.3047 -4.4059 5.9135
O 5.6647 -3.5650 3.8468
C 4.2829 -3.8065 3.5447
H 8.7640 -5.9159 5.6703
H 8.6860 -5.8532 7.4423
H 7.2267 -6.1503 6.4889
H 8.8528 -3.5621 6.5331
H 7.2743 -3.7679 7.2760
H 3.6335 -3.3790 4.3008
H 4.1010 -4.8733 3.4521
H 4.0741 -3.3291 2.5910
C 6.7200 0.5229 -0.6828
C 6.6417 0.6534 0.8235
O 7.0846 1.9480 1.2608
C 6.1986 2.9314 1.1382
O 5.0713 2.8288 0.7169
O 6.7661 4.0615 1.5652
C 5.9272 5.2073 1.4268
H 7.7224 0.7697 -1.0353
H 6.4774 -0.4941 -0.9906
H 6.0254 1.2055 -1.1721
H 7.3104 -0.0644 1.2946
H 5.6360 0.4530 1.1917
H 4.9561 5.0336 1.8857
H 5.8089 5.4580 0.3731
H 6.4127 6.0362 1.9337
```

Calculated values
- HOMO level: -0.365 hartree
- Gap between HOMO and LUMO: 10.25 eV
- Spin multiplicity: 1
- LUMO energy: 0.3 eV



[6]
A cluster of 2 separate species, CH4ClNO2P in total in a non-equilibrium geometry, computed with ωB97M-V/def2-TZVPD.

```
10
CH4ClNO2P ωB97M-V/def2-TZVPD
C -1.1486 -1.7071 0.5536
N 1.3835 1.1025 -0.8446
O 0.8178 1.8174 1.6264
O -0.8038 2.4676 -0.2734
P 0.2238 1.5756 0.2956
Cl -0.5163 -2.2949 -1.0148
H -0.6851 -2.3301 1.3141
H -2.2289 -1.8375 0.5121
H 0.9543 0.8037 -1.7079
H 2.0033 0.4028 -0.4611
```

Calculated values
- Total charge: -1
- HOMO level (spin up / spin down): -0.097 / -0.098 hartree
- Gap between HOMO and LUMO (spin up / spin down): 6.08 / 6.09 eV
- Spin multiplicity: 1
- LUMO energy (spin up / spin down): 3.4 / 3.4 eV



[7]
The molecule C7H19NOSi2 in a non-equilibrium geometry, computed with ωB97M-V/def2-TZVPD.

```
30
C7H19NOSi2 ωB97M-V/def2-TZVPD
C 3.7367 -1.8318 1.1806
C 2.4840 -1.4042 1.3620
Si 1.7945 0.0154 0.4549
C 2.3449 1.7599 0.9989
N 2.2443 -0.0445 -1.2462
O 0.1713 -0.2548 0.7188
Si -1.2722 0.2979 0.0726
C -2.4358 -0.1465 1.4706
C -1.4710 2.1149 -0.2615
C -1.5632 -0.6360 -1.6454
C -3.0844 -0.9808 -1.8732
H 4.2312 -2.5603 1.8147
H 4.4885 -1.4320 0.4371
H 2.0280 -2.0320 2.1630
H 2.2310 2.5646 0.2627
H 1.8210 2.1490 1.9687
H 3.3924 1.5904 1.1789
H 1.5917 -0.2534 -1.9112
H 3.0296 -0.6774 -1.4424
H -2.5969 -1.1655 1.4804
H -2.1178 0.1491 2.4481
H -3.5280 0.2589 1.3645
H -1.3129 2.5995 -1.2142
H -2.6075 2.1888 -0.2479
H -1.0369 2.6329 0.5607
H -1.3077 -0.0318 -2.4380
H -0.8551 -1.4797 -1.6329
H -3.1814 -1.9578 -1.5203
H -3.9515 -0.3186 -1.5668
H -3.2669 -1.1143 -2.9370
```

Calculated values
- HOMO level: -0.348 hartree
- Gap between HOMO and LUMO: 10.33 eV
- SMILES: C=C[Si@@](C)(N)O[Si](C)(C)CC
- Spin multiplicity: 1
- LUMO energy: 0.9 eV



[8]
A cluster of 2 separate species, C33H33N3O3 in total in a non-equilibrium geometry, computed with ωB97M-V/def2-TZVPD.

```
72
C33H33N3O3 ωB97M-V/def2-TZVPD
C -3.0758 -2.0705 -3.7569
C -3.7838 -1.9576 -2.4299
O -3.2693 -0.8222 -1.6983
C -3.7318 -0.8140 -0.4053
C -3.4627 0.3961 0.3172
C -4.3137 0.5790 1.3826
N -4.9423 0.8100 2.3535
O -4.3124 -1.7860 0.0816
H -3.5643 -2.8562 -4.3395
H -3.1105 -1.1389 -4.3317
H -2.0295 -2.3577 -3.6076
H -4.8679 -1.8273 -2.5833
H -3.6185 -2.8595 -1.8264
H -3.0382 1.2261 -0.2382
C 4.3525 -0.8181 -0.8288
N 3.0611 -1.2678 -0.3709
C 2.7596 -2.5975 -0.2176
O 3.5078 -3.5354 -0.4765
C 1.3524 -2.6818 0.3549
C 1.3268 -3.3659 1.7175
C 2.2303 -2.6630 2.6989
C 3.5973 -2.9597 2.7278
C 4.4499 -2.2704 3.5898
C 3.9399 -1.2804 4.4377
C 2.5654 -1.0176 4.4445
C 1.7117 -1.7272 3.5970
N 0.9442 -1.2800 0.4069
C -0.1985 -0.8535 0.9740
C -0.4619 0.4910 1.1790
C -1.5714 0.9314 1.8928
C -1.8046 2.3349 2.1787
C -2.4515 2.7563 3.3658
C -2.7116 4.1026 3.5987
C -2.3531 5.0666 2.6444
C -1.7019 4.6691 1.4694
C -1.4098 3.3230 1.2453
C 2.0045 -0.3425 -0.0093
C 1.6033 0.5600 -1.1366
C 0.9596 0.0858 -2.2180
C 0.5105 0.9121 -3.3228
C 0.1325 0.3067 -4.5443
C -0.2616 1.0843 -5.6289
C -0.3062 2.4833 -5.5119
C 0.0448 3.0941 -4.2988
C 0.4518 2.3211 -3.2107
H 4.9576 -1.6936 -1.0774
H 4.2411 -0.1806 -1.7132
H 4.8553 -0.2386 -0.0424
H 0.7173 -3.2140 -0.3723
H 0.2944 -3.3997 2.0813
H 1.6789 -4.3924 1.5528
H 3.9910 -3.7253 2.0535
H 5.5157 -2.5051 3.5907
H 4.6109 -0.7263 5.0980
H 2.1503 -0.2603 5.1114
H 0.6343 -1.5428 3.6125
H -0.9118 -1.6321 1.2613
H 0.2230 1.2277 0.7496
H -2.1136 0.1816 2.4754
H -2.7523 1.9957 4.0908
H -3.1982 4.4059 4.5285
H -2.5607 6.1222 2.8263
H -1.4113 5.4116 0.7239
H -0.9039 3.0166 0.3255
H 2.3334 0.2772 0.8451
H 1.9320 1.6001 -1.0545
H 0.7978 -0.9937 -2.3198
H 0.1847 -0.7832 -4.6198
H -0.5327 0.6034 -6.5702
H -0.6156 3.0936 -6.3615
H 0.0022 4.1796 -4.1988
H 0.7269 2.7898 -2.2624
```

Calculated values
- HOMO level: -0.258 hartree
- Gap between HOMO and LUMO: 5.66 eV
- Spin multiplicity: 1
- LUMO energy: -1.4 eV